36
Properties=species:S:1:pos:R:3:forces:R:3:mulliken_charge:R:1 method="wB97M-V/def2-TZVPD" spin_multiplicity=1 fmax_ha_per_bohr=0.0472 e_homo_ev=-8.4
N -1.3155 0.1713 3.7365 -0.20 -0.02 0.07 -0.313
H -1.3050 1.1668 3.9573 -0.16 -0.12 -0.03 0.369
H -0.3725 -0.1094 3.4468 0.09 -0.45 -0.37 0.208
H -2.0017 0.0397 2.9801 0.51 0.10 -0.14 0.279
H -1.6981 -0.3642 4.5157 0.40 0.06 0.14 0.373
I 0.6857 -0.7485 0.8790 -0.20 0.36 0.34 -0.563
C 0.1756 3.3679 -1.1776 -0.26 -0.12 0.50 -0.303
C 1.0281 2.7521 -2.2652 0.19 -0.18 0.48 -0.485
O 2.0864 1.9773 -1.7125 0.24 0.04 -0.01 -0.454
O -0.7229 2.4645 -0.5318 0.30 -0.19 -0.29 -0.351
H -0.4567 4.1789 -1.5364 0.12 0.06 -0.23 0.295
H 0.8785 3.7629 -0.4372 -0.01 0.19 0.01 0.256
H 1.5333 3.5776 -2.7652 -0.09 -0.06 -0.34 0.317
H 0.4418 2.1497 -2.9604 -0.12 0.16 -0.16 0.279
H 1.8044 1.1086 -1.4024 -0.27 0.06 -0.02 0.227
H -0.2178 1.6583 -0.3440 -0.13 -0.07 0.23 0.122
C 3.0636 -2.7693 -1.7490 -0.67 1.45 -0.01 -0.154
C 3.9387 -3.8736 -2.2317 0.86 -0.87 1.00 -0.368
O 5.2935 -3.3989 -2.3281 -0.39 0.06 -0.82 -0.518
O 1.8708 -3.3139 -1.2220 -0.01 -0.20 0.08 -0.467
H 2.8114 -2.0485 -2.5444 0.15 -0.32 -0.24 0.209
H 3.5826 -2.1323 -1.0202 0.18 -0.47 0.20 0.293
H 3.5474 -4.3528 -3.1334 0.21 0.29 -0.19 0.290
H 3.9892 -4.6521 -1.4585 -0.55 0.02 -0.05 0.229
H 5.7169 -3.9260 -3.0118 0.15 0.13 0.07 0.301
H 1.4171 -2.6218 -0.7139 0.10 -0.19 -0.10 0.073
C -3.3111 0.4639 0.7509 1.74 -0.60 1.05 -0.430
C -4.2335 0.7892 1.9212 -1.62 -0.15 -1.80 -0.328
O -3.5582 1.2515 3.0710 0.04 -0.01 0.42 -0.529
O -2.8404 -0.8890 0.7656 -1.07 -0.36 0.46 -0.556
H -2.3642 0.9902 0.9244 -0.52 1.09 -0.58 0.249
H -3.7754 0.7117 -0.2013 0.06 0.01 -0.02 0.324
H -4.9088 -0.0542 2.1155 0.55 -0.27 0.42 0.262
H -4.9601 1.5134 1.5329 0.36 0.49 0.31 0.403
H -3.9527 2.0654 3.3869 -0.14 0.04 -0.07 0.288
H -1.8705 -0.9066 0.7634 0.14 0.06 -0.31 0.176

37
Properties=species:S:1:pos:R:3:forces:R:3:mulliken_charge:R:1 method="wB97M-V/def2-TZVPD" spin_multiplicity=1 charge=+1 fmax_ha_per_bohr=0.0747 e_homo_ev=-12.7
K 25.9914 21.7505 3.8063 0.19 0.13 -0.65 0.933
O 27.8519 19.8356 3.4189 -0.73 -0.02 -0.83 -0.547
H 27.3959 19.1208 2.9541 0.13 0.17 -0.38 0.311
H 28.0735 19.3899 4.2191 0.70 -0.33 1.20 0.253
O 24.4641 19.6304 4.7632 1.89 0.34 -0.17 -0.514
H 23.7239 19.8170 5.3008 -1.32 0.11 0.92 0.218
H 24.1477 19.2692 3.9547 -0.66 -0.66 -0.92 0.291
C 26.3480 20.3339 0.2039 0.00 -1.68 -1.13 -0.371
C 27.7368 20.3521 -0.3864 0.12 -0.12 2.63 -0.443
O 27.9825 19.2241 -1.0795 0.45 -2.70 -1.03 -0.521
O 25.9758 21.4400 0.9174 -0.53 2.22 0.86 -0.362
H 26.3060 19.4731 0.8517 -0.25 -0.43 0.38 0.197
H 25.6319 20.1577 -0.6080 0.06 -0.20 -0.03 0.343
H 28.5192 20.4227 0.3821 -0.34 0.23 0.15 0.213
H 27.8213 21.1530 -0.9994 0.38 3.02 -1.81 0.411
H 27.7881 19.3315 -2.0066 -0.09 -0.03 -0.34 0.321
H 25.7304 22.1428 0.2896 0.18 -0.31 0.50 0.269
C 25.6716 21.3217 7.4134 -0.31 0.30 0.05 0.044
C 26.3367 20.3097 8.3611 -1.63 2.73 2.16 -0.830
O 25.8377 19.0929 8.0075 -0.33 -2.50 -0.17 -0.485
O 26.4737 21.1664 6.2496 0.14 1.73 -0.82 -0.542
H 25.5623 22.3927 7.7456 0.95 -0.96 -0.36 0.359
H 24.6122 21.0707 7.1163 0.83 -0.25 0.82 0.096
H 26.0785 20.5196 9.4088 -0.05 0.17 -0.06 0.417
H 27.4156 20.3961 8.3576 0.28 -0.18 -0.63 0.286
H 25.1566 18.8704 8.6577 0.25 -0.25 -0.46 0.345
H 26.5758 20.2303 6.1177 -0.12 -0.78 -0.03 0.302
C 24.3588 23.9137 5.2098 -2.03 -0.07 0.21 -0.500
C 23.0813 23.0498 5.1987 0.59 -1.70 1.66 0.193
O 22.4621 22.9240 6.4589 -1.37 -0.90 0.85 -0.559
O 24.6773 24.0325 3.8577 0.87 0.16 -0.85 -0.573
H 25.1783 23.4209 5.6718 0.55 -0.33 0.86 0.065
H 24.1909 24.9060 5.6416 0.06 -0.28 0.31 0.331
H 23.3430 22.0246 4.9092 0.51 0.07 -0.44 -0.119
H 22.3412 23.3266 4.5089 -0.68 1.20 -1.38 0.506
H 21.6862 22.2784 6.4045 1.64 1.48 0.02 0.342
H 24.0438 24.6707 3.5660 -0.32 0.62 -1.10 0.322

43
Properties=species:S:1:pos:R:3:forces:R:3:mulliken_charge:R:1 method="wB97M-V/def2-TZVPD" spin_multiplicity=1 charge=+2 fmax_ha_per_bohr=0.0279 e_homo_ev=-15.9
Zn 10.3694 -24.9743 -22.1149 -0.12 -0.42 -0.60 1.590
C 9.2048 -25.8392 -24.9542 0.33 -0.23 0.18 0.697
O 9.9150 -25.4116 -24.0235 -0.15 -0.02 -0.94 -0.534
N 8.3155 -25.0624 -25.6165 0.72 -0.19 0.93 -0.418
N 9.3076 -27.1009 -25.4088 -0.18 -0.12 0.14 -0.384
H 8.3467 -24.0991 -25.3448 -0.42 0.12 -0.36 0.204
H 7.6333 -25.4882 -26.2107 -0.23 0.45 -0.31 0.202
H 8.6587 -27.4374 -26.0942 0.12 -0.18 -0.22 0.176
H 9.9937 -27.7349 -25.0443 -0.02 0.11 0.14 0.198
C 7.6296 -23.2591 -21.9236 0.18 -0.19 -0.57 0.642
O 8.8270 -23.5866 -22.0412 -0.57 0.16 0.09 -0.596
N 7.0096 -23.2129 -20.7264 0.50 -0.11 -0.33 -0.382
N 6.8510 -22.9232 -22.9814 0.06 -0.03 1.07 -0.360
H 7.5374 -23.5480 -19.9433 -0.24 0.22 0.24 0.201
H 6.0646 -22.8885 -20.6522 -0.08 -0.08 0.40 0.178
H 7.1567 -23.0147 -23.9237 0.14 0.13 -0.16 0.123
H 5.9182 -22.6220 -22.7687 -0.18 0.05 -0.53 0.171
C 9.0185 -27.5954 -20.8962 0.20 -0.04 -0.84 0.614
O 9.3564 -26.5039 -21.3998 -0.61 -0.66 1.09 -0.548
N 9.4165 -28.7759 -21.4191 -0.28 -0.09 0.18 -0.382
N 8.2080 -27.6846 -19.8244 0.45 0.74 -0.53 -0.427
H 10.1016 -28.8395 -22.1469 -0.08 0.30 -0.12 0.180
H 8.8677 -29.5895 -21.2098 0.26 -0.29 0.02 0.197
H 7.8284 -28.5660 -19.5410 -0.13 0.04 0.43 0.178
H 7.9412 -26.8013 -19.4272 -0.44 -0.31 0.20 0.217
C 13.0109 -26.9724 -21.6276 -0.43 -1.17 -0.71 0.565
O 12.0091 -26.4076 -22.0999 0.36 0.14 0.19 -0.627
N 13.7598 -26.5086 -20.6172 -0.28 0.67 -0.05 -0.336
N 13.3871 -28.2069 -22.0818 0.20 0.38 0.21 -0.429
H 13.4368 -25.6827 -20.1452 0.23 -0.03 0.08 0.159
H 14.6028 -26.9723 -20.3395 0.06 0.04 0.27 0.189
H 12.9320 -28.6484 -22.8579 -0.07 0.32 -0.17 0.199
H 14.3057 -28.5455 -21.8577 0.00 -0.21 0.03 0.168
C 12.4496 -23.0852 -21.6681 0.59 0.42 0.03 -0.374
C 11.6653 -23.0366 -20.3805 -0.80 -0.32 0.06 -0.512
O 10.9860 -24.3180 -20.2403 0.63 0.19 -0.01 -0.354
O 11.5954 -23.3731 -22.7943 0.21 0.11 0.85 -0.339
H 13.2348 -23.8438 -21.6188 -0.01 0.01 0.05 0.208
H 12.9116 -22.1113 -21.8391 0.06 -0.01 0.20 0.460
H 10.8980 -22.2610 -20.4152 0.14 0.10 -0.04 0.332
H 12.2851 -22.9163 -19.4934 0.31 0.30 -0.28 0.415
H 10.5604 -24.3841 -19.3805 -0.12 -0.01 -0.06 0.242
H 12.1583 -23.2796 -23.5718 -0.33 -0.29 -0.24 0.297

43
Properties=species:S:1:pos:R:3:forces:R:3:lowdin_spin:R:1 method="wB97M-V/def2-TZVPD" spin_multiplicity=2 charge=+3 fmax_ha_per_bohr=0.1641 e_homo_ev="-18.8 / -18.8"
Zn 0.4655 0.0061 0.2090 -0.97 -0.08 1.67 -0.010
C 0.2739 2.5928 -1.5841 0.54 1.44 -1.04 0.026
O -0.0521 1.5791 -0.9086 -0.56 -0.86 -0.01 0.382
N 1.3394 3.3317 -1.3664 1.15 -0.44 1.25 0.033
N -0.4543 3.0317 -2.5797 -1.11 -0.39 -0.59 0.084
H 1.9204 3.1207 -0.5676 0.06 0.41 -0.13 0.000
H 1.5280 4.1209 -1.9678 0.39 0.08 0.39 0.001
H -0.1478 3.9001 -2.9945 -0.69 -0.13 -0.61 0.002
H -1.2597 2.5085 -2.8924 -0.03 0.43 -0.15 0.001
C -0.2780 1.2559 2.9477 0.86 -1.65 0.25 0.003
O 0.3332 1.0713 1.9118 3.07 -1.29 -2.89 0.028
N -0.2053 0.5833 4.0403 1.64 -3.50 1.84 0.001
N -1.0813 2.1850 2.9943 -5.25 6.58 -0.64 0.001
H 0.3861 -0.2252 3.9113 -0.26 -0.18 1.17 0.000
H -0.9085 0.6787 4.7590 0.50 -0.35 0.15 0.000
H -1.1148 2.7484 2.1567 -0.54 0.29 0.47 0.000
H -1.6560 2.3890 3.7994 0.09 0.38 -0.30 0.000
C -2.6114 -1.0368 0.5791 -2.70 -1.15 -1.46 0.000
O -1.5689 -0.4477 0.4652 3.32 1.82 0.16 0.002
N -3.3650 -1.2822 -0.5170 -0.40 -0.44 -0.62 0.000
N -3.1444 -1.4545 1.7081 -0.04 -0.41 1.54 0.000
H -3.1259 -0.8775 -1.4110 -0.08 -0.22 0.47 0.000
H -4.1352 -1.9342 -0.4756 -0.01 0.29 -0.20 0.000
H -4.0272 -1.9452 1.7192 0.15 0.17 0.23 0.000
H -2.6483 -1.3012 2.5744 -0.22 -0.18 -0.16 0.000
C 0.1446 -1.4616 -2.6809 -1.99 1.42 0.21 0.034
O 0.4258 -0.9010 -1.6121 0.93 1.37 1.77 0.369
N -0.7753 -1.0607 -3.4822 -2.94 2.26 -1.91 0.007
N 0.6526 -2.5397 -3.0517 3.78 -5.83 -0.05 0.026
H -1.5244 -0.4625 -3.1642 0.30 0.08 -0.33 -0.001
H -0.9302 -1.6686 -4.2737 -0.56 0.56 -0.15 0.001
H 1.1318 -3.1056 -2.3660 0.55 0.09 -0.20 0.000
H 0.2829 -3.1005 -3.8060 -0.02 0.16 -0.05 0.002
C 3.1917 -0.5294 0.9042 0.28 -1.30 0.36 0.000
C 2.4771 -1.8241 0.6362 0.13 -1.45 0.72 0.002
O 1.1009 -1.7392 1.0955 0.33 -0.10 -0.22 0.001
O 2.5273 0.4044 0.1113 -0.01 1.39 -1.23 0.000
H 4.2453 -0.6165 0.6388 0.00 0.02 -0.03 0.000
H 3.0887 -0.1860 1.9335 0.19 -0.51 0.28 0.000
H 3.0193 -2.6587 1.0805 -0.23 0.00 0.42 0.000
H 2.3265 -2.1472 -0.3938 0.68 0.74 -0.27 0.001
H 0.9866 -2.1024 1.9768 -0.02 0.01 0.19 0.000
H 3.1663 1.1007 -0.0570 -0.28 0.44 -0.29 0.000

33
Properties=species:S:1:pos:R:3:forces:R:3:mulliken_charge:R:1 method="wB97M-V/def2-TZVPD" spin_multiplicity=1 charge=+1 fmax_ha_per_bohr=0.0459 e_homo_ev=-12.2
C 0.9736 -1.1771 -2.5628 0.54 -0.92 1.14 -1.533
C 0.5580 -0.4011 -1.3173 -0.99 1.09 -1.85 0.374
C 0.2597 -1.1944 -0.0594 0.26 0.32 -0.27 -0.760
C 0.6736 -0.4429 1.1972 -0.21 0.08 -0.35 0.991
C -0.0214 0.6351 1.5285 0.52 -0.18 0.61 -0.772
C 1.8746 -0.9735 1.9041 0.24 -0.29 0.65 -1.282
N -0.7288 0.3890 -1.8028 0.93 -0.85 0.42 -0.136
H 1.0642 -0.5357 -3.4337 -0.19 -0.15 -0.22 0.468
H 0.3814 -2.0881 -2.6901 -0.45 0.39 -0.41 0.376
H 1.9450 -1.6252 -2.3587 0.26 0.27 -0.05 0.346
H 1.2427 0.4381 -1.2147 0.25 -0.20 0.64 0.373
H 0.8029 -2.1084 -0.1892 0.50 -0.49 0.27 0.157
H -0.7798 -1.5145 -0.0726 -0.32 0.22 0.19 0.511
H -0.8853 0.8980 0.9692 -0.54 0.27 -0.15 -0.238
H 0.2157 1.2609 2.3817 0.11 -0.08 -0.03 0.398
H 2.6277 -1.3571 1.2151 -0.12 -0.12 -0.03 0.299
H 2.3803 -0.2861 2.5783 -0.20 0.47 -0.16 0.411
H 1.5690 -1.7832 2.5781 0.05 -0.23 -0.35 0.285
H -1.1368 0.9840 -1.0574 -0.32 0.25 -0.23 0.014
H -1.4065 -0.2939 -2.1278 -0.33 -0.06 0.23 0.400
H -0.4709 0.9137 -2.6359 -0.07 0.40 0.24 0.415
H -2.1947 2.8429 0.1673 0.21 -0.07 0.00 0.269
H -3.0413 1.5797 0.4601 0.23 0.08 0.01 0.357
O -2.4496 1.9900 -0.2021 -0.25 -0.12 -0.26 -0.712
H 0.6531 3.9833 0.9875 0.06 -0.31 0.04 0.315
H -0.3765 4.6479 0.1376 -0.04 -0.05 -0.20 0.301
O -0.0372 3.7689 0.3485 -0.09 0.42 0.09 -0.600
H 1.9393 -4.4660 -0.4750 0.18 -0.03 -0.01 0.261
H 3.2573 -3.7015 -0.7212 0.01 -0.17 0.04 0.283
O 2.3060 -3.5897 -0.6342 -0.07 0.05 -0.07 -0.548
H -4.3448 0.5650 2.2737 0.02 0.12 0.16 0.302
H -3.3904 1.7178 2.6836 -0.17 -0.08 0.20 0.337
O -3.4598 0.9240 2.1441 -0.01 -0.05 -0.29 -0.661

33
Properties=species:S:1:pos:R:3:forces:R:3:mulliken_charge:R:1 method="wB97M-V/def2-TZVPD" smiles=CC(C)O.CC(C)O.O.O.O spin_multiplicity=1 fmax_ha_per_bohr=0.0271 e_homo_ev=-9.7
C 3.0566 -1.6140 -1.3385 0.06 -1.11 0.32 -0.942
C 3.8129 -0.5643 -0.5605 -1.24 0.64 0.00 0.508
C 4.5960 0.3492 -1.4689 0.81 0.15 0.40 -1.486
O 2.8117 0.2098 0.1766 0.52 -0.09 -0.16 -0.571
H 2.4204 -2.1673 -0.6447 -0.10 0.17 0.03 -0.064
H 3.7153 -2.3810 -1.7610 0.12 0.29 -0.16 0.410
H 2.4168 -1.2127 -2.1206 0.08 0.23 -0.03 0.329
H 4.4312 -1.0259 0.2052 0.19 -0.02 -0.02 0.203
H 3.9790 0.7172 -2.2863 0.01 -0.08 -0.14 0.402
H 5.4783 -0.1729 -1.8468 -0.21 -0.04 -0.30 0.382
H 5.0044 1.2075 -0.9254 -0.18 -0.03 0.07 0.408
H 2.7345 1.0681 -0.2506 -0.01 0.02 0.01 0.287
C -3.1513 1.8433 0.7359 -0.15 -0.08 0.01 -1.183
C -3.9923 1.5632 -0.5037 0.54 -0.30 0.16 0.670
C -5.4149 2.0037 -0.3284 -0.83 -0.05 -0.08 -1.307
O -3.4441 2.2167 -1.6470 -0.05 0.23 -0.09 -0.548
H -3.4576 1.2094 1.5706 -0.13 0.06 -0.02 0.331
H -3.2811 2.8872 1.0292 0.16 0.01 0.03 0.335
H -2.0957 1.6160 0.5729 0.02 0.09 -0.06 0.250
H -3.9899 0.4801 -0.6883 0.05 0.03 -0.03 0.120
H -5.5103 3.0695 -0.1128 0.19 -0.01 0.10 0.330
H -5.8775 1.4292 0.4783 0.07 0.13 0.10 0.340
H -6.0286 1.8080 -1.2121 0.24 -0.02 -0.09 0.333
H -2.4969 2.3270 -1.5154 -0.08 -0.10 0.01 0.320
O -0.0201 -3.3696 -0.0801 -0.06 -0.13 0.07 -0.621
H 0.7588 -3.5693 -0.6047 0.01 -0.03 -0.06 0.330
H 0.3207 -2.9093 0.6934 0.04 0.20 0.05 0.342
O 0.6110 -2.1815 2.9253 -0.02 -0.13 -0.06 -0.623
H 1.2496 -2.1276 3.6420 0.07 0.03 0.01 0.281
H 0.0790 -2.9594 3.1200 -0.09 -0.01 0.04 0.312
O 0.1398 0.3324 1.4794 -0.02 0.16 0.05 -0.583
H 0.0958 -0.3905 2.1171 0.02 -0.01 -0.09 0.315
H 1.0484 0.3077 1.1498 -0.04 -0.18 -0.03 0.391

The records above give, respectively, energy relative to the best compared isomer or geometry (same formula, charge and spin) values of 0.0000 1.3755 0.1613 0.0000 1.0717 0.3643 eV.